No. 1
# C11H25N3O22S4

A 7-piece molecular cluster, C11H25N3O22S4 overall (ωB97M-V/def2-TZVPD, OMol25).

Calculated values
Gap between HOMO and LUMO in eV: 10.346
SMILES: C[N+](=O)[O-].C[N+](=O)[O-].C[N+](=O)[O-].O=S1(=O)OCCO1.O=S1(=O)OCCO1.O=S1(=O)OCCO1.O=S1(=O)OCCO1
E_LUMO in eV: -0.1

ORCA input file:
```
! wB97M-V def2-TZVPD RIJCOSX def2/J DEFGRID3
* xyz 0 1
C 1.19 -5.73 -1.71
N 0.96 -6.58 -0.52
O 0.43 -6.03 0.46
O 1.33 -7.75 -0.63
H 1.94 -5.07 -1.28
H 0.22 -5.23 -1.77
H 1.45 -6.25 -2.63
C -3.89 -0.09 -2.77
N -5.07 0.28 -1.90
O -5.61 -0.60 -1.25
O -5.23 1.49 -1.61
H -3.16 0.72 -2.68
H -4.20 -0.19 -3.82
H -3.47 -1.04 -2.43
C 3.67 1.83 -1.09
N 4.91 2.74 -1.31
O 4.75 3.85 -1.73
O 5.99 2.29 -1.00
H 3.86 1.25 -0.19
H 3.61 1.11 -1.91
H 2.73 2.35 -0.89
O -2.78 -1.95 3.66
S -2.67 -3.41 3.69
O -3.86 -4.27 3.54
O -1.48 -3.96 2.65
C -0.34 -4.31 3.41
C -0.79 -4.66 4.82
O -1.83 -3.77 5.01
H 0.15 -5.14 2.91
H 0.35 -3.46 3.39
H -0.05 -4.52 5.60
H -1.31 -5.60 5.00
O -0.42 1.34 2.36
S -0.38 2.70 1.84
O -1.58 3.18 1.15
O -0.02 3.86 3.08
C 1.12 4.68 2.63
C 1.95 3.68 1.90
O 1.01 3.04 1.09
H 0.72 5.40 1.92
H 1.67 5.25 3.37
H 2.42 2.89 2.49
H 2.72 4.14 1.27
O -1.57 2.20 -1.79
S -1.20 2.93 -2.95
O -1.72 2.37 -4.20
O -1.42 4.57 -2.84
C -0.20 5.24 -3.06
C 0.85 4.27 -2.52
O 0.44 3.05 -2.91
H 0.01 5.66 -4.04
H -0.39 6.14 -2.48
H 0.97 4.16 -1.45
H 1.85 4.48 -2.91
O 0.66 -3.03 -2.35
S 0.66 -1.75 -1.63
O 1.30 -0.65 -2.35
O -0.84 -1.38 -1.12
C -0.84 -0.70 0.08
C 0.46 -1.25 0.90
O 1.25 -1.89 -0.07
H -0.82 0.38 -0.07
H -1.79 -0.81 0.61
H 0.22 -1.95 1.70
H 1.10 -0.47 1.31
*
```

Results of the Löwdin charge analysis, in e, for atoms 1 through 5: 0.03, -0.42, 0.04, 0.06, 0.10

No. 2
# C25H23AsIrNO6S

C25H23AsIrNO6S as an isolated structure (ωB97M-V/def2-TZVPD, OMol25).

Calculated values
Gap between HOMO and LUMO (alpha / beta) in eV: 5.223 / 5.637
E_LUMO (alpha / beta) in eV: -5.9 / -5.7

ORCA input file:
```
! wB97M-V def2-TZVPD RIJCOSX def2/J DEFGRID3
* xyz 1 2
Ir -0.50 0.46 -0.34
C 0.10 3.61 2.97
C -0.89 2.76 2.21
C -1.69 1.83 2.87
C -2.60 1.05 2.18
C -2.76 1.20 0.80
C -2.01 2.19 0.13
C -1.05 2.93 0.84
H 0.98 3.82 2.37
H 0.41 3.12 3.90
H -0.36 4.56 3.24
H -1.60 1.71 3.94
H -3.22 0.33 2.72
H -3.53 0.66 0.27
H -2.28 2.47 -0.88
H -0.50 3.70 0.32
O 2.48 -1.97 -2.42
As 1.21 -0.81 -2.14
O 1.72 0.19 -0.89
O -0.11 -1.51 -1.38
C 0.76 -0.39 -3.95
C 1.36 -1.12 -4.96
C 0.87 -1.01 -6.27
C -0.19 -0.18 -6.56
C -0.80 0.57 -5.55
C -0.33 0.45 -4.26
S -1.14 1.34 -2.97
O -1.93 2.38 -3.55
O -0.03 1.79 -2.06
O -1.90 0.35 -2.17
H 2.86 -2.26 -1.58
H 2.19 -1.77 -4.74
H 1.33 -1.59 -7.05
H -0.56 -0.10 -7.57
H -1.63 1.23 -5.75
C 2.89 0.80 3.99
C 2.04 -0.24 4.32
C 1.06 -0.64 3.44
C 0.92 0.01 2.20
C 1.76 1.09 1.89
C 2.75 1.47 2.78
N -0.05 -0.41 1.30
C -0.34 -1.78 1.23
C -1.64 -2.19 0.92
C -1.92 -3.53 0.75
C -0.90 -4.47 0.87
C 0.39 -4.07 1.20
C 0.68 -2.74 1.39
H 3.67 1.11 4.68
H 2.14 -0.75 5.27
H 0.37 -1.43 3.69
H 1.67 1.57 0.92
H 3.43 2.27 2.52
H -2.42 -1.45 0.83
H -2.92 -3.85 0.50
H -1.11 -5.52 0.71
H 1.18 -4.81 1.29
H 1.69 -2.41 1.59
*
```

Results of the Löwdin charge analysis, in e, for atoms 1 through 5: 1.47, -0.03, -0.27, -0.03, -0.07

No. 3
# CH4N2S

An isolated molecule of CH4N2S (ωB97M-V/def2-TZVPD, OMol25).

Calculated values
Gap between HOMO and LUMO (alpha / beta) in eV: 8.743 / 8.287
E_LUMO (alpha / beta) in eV: -0.3 / 0.0

ORCA input file:
```
! wB97M-V def2-TZVPD RIJCOSX def2/J DEFGRID3
* xyz 0 1
C -0.62 0.48 -0.48
N -1.01 -0.84 -0.04
N 0.50 0.39 0.36
S 1.89 -0.07 -0.12
H -0.35 0.38 -1.54
H -1.29 1.21 -0.25
H -1.23 -0.87 0.95
H 2.11 -0.68 1.12
*
```

Results of the Löwdin charge analysis, in e, for atoms 1 through 5: -0.45, 0.06, -0.52, 0.78, 0.10

What ΔE to the lowest compared entry with this formula, charge and spin values result from the calculations? In sequence: 321.2, 218.5, 448.2 kJ/mol.